Entry from OMol25: the ion C9H9N4 with charge +1 (ωB97M-V/def2-TZVPD).

Calculated values
- energy above the lowest of the compared OMol25 structures with the same formula, charge and spin (kJ/mol) = 0.0
- gap between HOMO and LUMO (spin up / spin down) (eV) = 8.970 / 8.087
- energy (Ha) = -566.948390
- E_HOMO (spin up / spin down) (eV) = -12.6 / -14.1
- net charge = +1
- spin multiplicity = 3
- E_LUMO (spin up / spin down) (eV) = -3.6 / -6.0

Each line ends with the Löwdin charge.
Geometry (Å):
1 C 3.004 -0.182 -0.050  -0.1577
2 C 1.260 -1.153 1.118  -0.1634
3 C -1.745 -1.491 -0.558  -0.0092
4 C -2.326 -1.079 0.588  -0.0538
5 C -0.923 0.579 -0.016  -0.2028
6 C 0.075 1.593 -0.111  -0.0660
7 C 1.170 1.287 1.020  -0.1166
8 C -0.085 -0.467 -2.011  0.1389
9 C 1.859 0.058 0.747  -0.2219
10 N 3.777 -0.197 -0.900  0.2267
11 N 0.525 -2.034 1.270  0.2385
12 N -0.925 -0.442 -0.939  -0.0529
13 N -1.927 0.191 0.872  0.1513
14 H -2.007 -2.380 -0.988  0.1218
15 H -3.234 -1.554 1.038  0.1644
16 H 0.474 1.503 -1.120  0.1044
17 H 0.080 2.675 0.113  0.1488
18 H 1.899 2.181 1.246  0.1781
19 H 0.508 1.197 1.954  0.1513
20 H 0.800 0.102 -2.242  0.0901
21 H -0.144 -1.314 -2.670  0.1002
22 H -2.117 0.927 1.638  0.2299

Entry from OMol25: a structure of composition C9H9NNiO4 (ωB97M-V/def2-TZVPD).

Calculated values
- energy above the lowest of the compared OMol25 structures with the same formula, charge and spin (kJ/mol) = 130.4
- gap between HOMO and LUMO (spin up / spin down) (eV) = 6.887 / 3.829
- energy (Ha) = -2211.537344
- E_HOMO (spin up / spin down) (eV) = -15.5 / -16.9
- net charge = +2
- spin multiplicity = 3
- E_LUMO (spin up / spin down) (eV) = -8.6 / -13.0

Each line ends with the Löwdin charge.
Geometry (Å):
1 Ni 0.045 0.102 -0.099  0.0371
2 O -1.695 0.340 -2.458  0.2147
3 C -1.090 0.384 -1.457  -0.1621
4 C 1.138 1.179 1.088  0.0285
5 O 1.940 1.966 1.359  0.1932
6 C -1.413 1.166 0.310  -0.1159
7 O -2.224 1.917 0.702  0.2171
8 C 1.397 -0.369 -1.299  -0.0047
9 O 2.373 -0.442 -1.911  0.2120
10 C 0.034 4.123 -3.072  0.2326
11 H 0.382 3.527 -3.922  0.1308
12 H -1.039 4.354 -3.052  0.1330
13 C 0.872 4.593 -2.140  0.2368
14 H 0.516 5.178 -1.294  0.1282
15 H 1.937 4.352 -2.161  0.1297
16 C -1.179 -4.059 2.503  -0.0632
17 C 0.291 -3.739 2.152  -0.1781
18 C 0.392 -2.492 1.441  -0.0554
19 N 0.334 -1.457 0.922  0.1407
20 H -1.601 -3.266 3.129  0.0880
21 H -1.285 -4.990 3.061  0.0916
22 H -1.782 -4.164 1.595  0.0883
23 H 0.913 -3.666 3.050  0.1389
24 H 0.745 -4.537 1.554  0.1380